The following is a DFT calculation (the ωB97M-V functional and the def2-TZVPD basis) of one molecule with the formula C26H27NO6.

Cartesian coordinates (Å):
O (4.16, 2.65, 0.56)
O (3.38, 2.99, -1.50)
O (-0.67, -2.50, -0.83)
O (-4.46, 2.38, 0.41)
O (2.32, -3.68, 0.55)
O (-3.04, 1.01, 1.41)
N (2.14, -1.70, -0.48)
C (3.20, -1.13, 0.32)
C (-2.66, -0.39, -0.98)
C (1.71, -2.94, -0.19)
C (2.37, 0.45, -1.61)
C (-0.69, -1.39, 2.68)
C (3.42, 2.34, -0.33)
C (-2.50, -1.16, -2.26)
C (1.53, -0.81, -1.46)
C (-1.05, 2.89, -0.51)
C (-1.56, -0.32, 2.59)
C (-0.43, -2.14, 1.54)
C (-1.00, -1.84, 0.32)
C (2.75, 0.22, 0.86)
C (2.39, 1.21, -0.27)
C (-2.19, -0.03, 1.38)
C (-0.05, -1.75, 3.98)
C (-3.73, 1.42, 0.30)
C (0.08, 2.17, -0.87)
C (1.10, 1.95, 0.05)
C (0.40, -3.42, -0.83)
C (-3.39, -0.73, -3.41)
C (-1.19, 3.39, 0.77)
C (0.95, 2.48, 1.33)
C (-3.51, 0.66, -0.90)
C (-1.93, -0.77, 0.21)
C (-0.18, 3.19, 1.69)
H (-4.44, -0.82, -3.14)
H (1.87, 0.05, 1.49)
H (0.56, -3.65, -1.89)
H (0.12, -4.35, -0.31)
H (0.94, -2.18, 3.81)
H (4.12, -1.04, -0.27)
H (3.99, 3.74, -1.48)
H (-2.68, -2.22, -2.04)
H (-4.09, 0.99, -1.75)
H (-3.21, -1.37, -4.27)
H (1.46, -1.33, -2.42)
H (3.40, -1.83, 1.13)
H (1.75, 2.36, 2.05)
H (3.39, 0.20, -1.91)
H (-1.45, -1.09, -2.57)
H (1.96, 1.08, -2.40)
H (-0.65, -2.49, 4.50)
H (0.15, 1.80, -1.88)
H (0.05, -0.88, 4.62)
H (-2.08, 3.94, 1.04)
H (-1.79, 0.30, 3.44)
H (0.24, -2.98, 1.63)
H (-1.83, 3.05, -1.24)
H (3.54, 0.65, 1.48)
H (-3.19, 0.30, -3.71)
H (-0.27, 3.59, 2.69)
H (0.53, -0.51, -1.15)

Output
- Energy relative to the best compared isomer or geometry (same formula, charge and spin): 80.4 kJ/mol
- LUMO: 0.22 eV
- Calculated total energy: -1513.2227 hartree
- HOMO energy: -8.6 eV
- Frontier orbital gap: 8.84 eV
- Structure (SMILES): CCc1cc(=O)oc2cc(C)cc(OCC(=O)N3CCC(C(=O)O)(c4ccccc4)CC3)c12

Löwdin atomic charge list, values in e, 2 entries: O 0.124; O 0.133